No. 1
Molecular formula: C7H8N4
Method: DFT, ωB97M-V with the def2-TZVPD basis set

LUMO ... 0.1 eV
Energy above the lowest of the compared OMol25 structures with the same formula, charge and spin ... 34.5 kcal per mole
Orbital gap ... 8.8 eV
Spin multiplicity ... 1
Calculated total energy ... -490.518281 Ha

Last column: Mulliken charge in e.
Geometry (Å):
C (-3.0664, -0.2041, 0.0152)  -1.221
C (-1.5636, -0.3475, -0.0068)  0.691
C (1.0136, -0.8987, 0.0000)  0.614
C (2.4120, -0.8581, 0.0113)  -0.760
C (2.7016, 0.4964, 0.0121)  -0.264
C (-0.7228, 0.7348, -0.0341)  1.013
C (-1.0544, 2.1831, 0.0055)  -1.320
H (-3.4689, 0.3322, -0.8695)  0.308
H (-3.5034, -1.2132, 0.0160)  0.347
H (-3.4205, 0.2868, 0.9273)  0.304
H (3.0887, -1.6859, -0.0313)  0.436
H (3.6873, 0.9670, 0.0458)  0.429
H (-0.5689, 2.6898, -0.8153)  0.339
H (-2.1440, 2.2993, -0.0489)  0.354
H (-0.6293, 2.6031, 0.9279)  0.313
N (-1.1156, -1.6459, -0.0053)  -0.325
N (0.1377, -1.9249, 0.0006)  -0.681
N (1.6165, 1.2946, -0.0087)  -1.370
N (0.5954, 0.4312, -0.0111)  0.796

***

No. 2
Molecular formula: C2H2N4O2
Method: DFT, ωB97M-V with the def2-TZVPD basis set

LUMO ... -0.8 eV
Energy above the lowest of the compared OMol25 structures with the same formula, charge and spin ... 163.7 kcal per mole
Orbital gap ... 9.0 eV
Spin multiplicity ... 1
Calculated total energy ... -446.711793 Ha

Last column: Mulliken charge in e.
Geometry (Å):
C (-0.2323, 0.4116, -0.2526)  0.372
C (0.7334, -1.5106, 0.0788)  0.236
H (-2.8950, 1.1018, -1.5626)  0.346
H (0.6553, -2.6055, -0.2935)  0.321
N (-1.1720, 1.1870, -0.6289)  -0.298
N (-0.3862, -1.0216, -0.2487)  -0.340
N (1.3544, 0.4793, 1.3417)  0.014
N (0.6136, 1.1810, 0.7710)  0.079
O (-2.2231, 0.5015, -1.4123)  -0.351
O (1.7687, -1.0868, 0.6940)  -0.379

***

No. 3
Molecular formula: C36H29Cl2CuF12N7O18S4
Method: DFT, ωB97M-V with the def2-TZVPD basis set

LUMO (spin up / spin down) ... -3.2 / -7.2 eV
Energy above the lowest of the compared OMol25 structures with the same formula, charge and spin ... 204.3 kcal per mole
Orbital gap (spin up / spin down) ... 6.8 / 2.8 eV
⟨S²⟩ ... 0.76
Spin multiplicity ... 2
Calculated total energy ... -8477.911193 Ha

Last column: Mulliken charge in e.
Geometry (Å):
Cu (0.8779, 2.4820, 2.9862)  0.940
C (0.9366, 1.6455, -2.2865)  0.696
F (1.9515, 0.7661, -2.3621)  -0.197
F (1.3702, 2.8801, -1.9713)  -0.179
F (0.3138, 1.6560, -3.4716)  -0.185
S (-0.3514, 1.0738, -0.8546)  0.933
O (-0.9059, 2.3178, -0.2775)  -0.618
O (-1.3313, 0.2359, -1.4888)  -0.479
N (0.5326, 0.4615, 0.4943)  -0.111
S (0.9930, -0.9569, 0.0727)  0.764
O (0.7016, -1.5273, -1.2311)  -0.417
O (2.3953, -1.0971, 0.4165)  -0.361
C (0.0378, -2.1014, 1.2978)  0.678
F (0.4562, -1.6619, 2.4878)  -0.195
F (-1.2713, -1.8992, 1.1295)  -0.181
F (0.3361, -3.3811, 1.1339)  -0.156
C (4.5241, 0.8356, 5.1487)  0.604
F (4.1341, 1.2194, 3.8986)  -0.208
F (4.1445, -0.3914, 5.5732)  -0.178
F (5.9293, 1.0342, 5.2470)  -0.215
S (3.6219, 2.0657, 6.2545)  0.899
O (3.9072, 1.7942, 7.6712)  -0.541
O (4.0142, 3.3438, 5.7215)  -0.609
N (1.9426, 1.8651, 5.8681)  -0.321
S (1.3266, 0.9890, 7.0729)  0.839
O (-0.0101, 0.5990, 6.5740)  -0.657
O (2.1131, -0.0374, 7.7111)  -0.535
C (0.7810, 2.2438, 8.4984)  0.649
F (0.0371, 3.2618, 7.9620)  -0.247
F (-0.0305, 1.5690, 9.2924)  -0.219
F (1.7838, 2.7139, 9.2413)  -0.195
Cl (2.8286, 3.0332, -8.4999)  -0.198
C (4.1498, 2.0652, -7.7523)  -0.356
C (5.2891, 2.9103, -7.1456)  -0.492
Cl (6.6930, 1.9738, -6.4890)  -0.186
H (4.6047, 1.4786, -8.5506)  0.294
H (3.6652, 1.3606, -7.0765)  0.298
H (4.9551, 3.5377, -6.3192)  0.312
H (5.6430, 3.6562, -7.8573)  0.329
C (-3.3507, -4.5605, -3.4463)  -0.331
C (-4.2300, -4.3527, -4.5023)  -0.375
C (-5.3988, -5.0673, -4.6485)  -0.403
C (-5.6082, -6.0228, -3.7004)  0.200
C (-4.7510, -6.2853, -2.6588)  -0.298
C (-3.6455, -5.4561, -2.4024)  -0.619
N (-6.8460, -6.8619, -3.7597)  0.976
O (-6.9965, -7.8477, -3.0649)  -0.601
O (-7.7156, -6.4867, -4.4962)  -0.586
H (-2.4560, -3.9588, -3.5095)  0.400
H (-4.0207, -3.4913, -5.1193)  0.339
H (-6.1794, -4.8885, -5.3731)  0.456
H (-4.9979, -7.0089, -1.8960)  0.405
H (-2.9656, -5.5438, -1.5679)  0.437
C (7.8345, -3.8209, -2.5798)  -0.541
C (6.5889, -3.1760, -2.8713)  -0.366
C (6.2440, -2.9538, -4.1951)  -0.571
C (7.2106, -3.2325, -5.2133)  0.343
C (8.4354, -3.8503, -4.9585)  -0.437
C (8.6218, -4.1939, -3.6733)  -0.268
N (6.9138, -2.9565, -6.6160)  0.974
O (7.8140, -3.1131, -7.3591)  -0.579
O (5.7655, -2.5234, -6.9186)  -0.599
H (8.1900, -3.9578, -1.5692)  0.408
H (5.9004, -3.0741, -2.0455)  0.474
H (5.2748, -2.4916, -4.3112)  0.440
H (8.9868, -4.3011, -5.7704)  0.400
H (9.5389, -4.7527, -3.5590)  0.322
C (-7.6658, -0.1129, -0.6495)  -0.408
C (-8.3522, -1.3078, -0.5755)  -0.597
C (-9.7701, -1.2119, -0.4644)  -0.195
C (-10.4714, -0.0336, -0.2959)  0.176
C (-9.7281, 1.1564, -0.2982)  -0.177
C (-8.2606, 1.1330, -0.3562)  -0.679
N (-11.9537, 0.0612, -0.1467)  0.876
O (-12.6019, -0.8152, -0.7393)  -0.528
O (-12.4137, 1.0513, 0.3768)  -0.539
H (-6.5995, -0.1149, -0.8210)  0.405
H (-7.9343, -2.2932, -0.7197)  0.447
H (-10.3621, -2.1152, -0.4699)  0.392
H (-10.2104, 2.1207, -0.3613)  0.387
H (-7.7507, 2.0692, -0.5290)  0.445
C (9.0433, 2.7332, -0.0008)  -0.268
C (7.8102, 2.0900, -0.2899)  -0.565
C (6.6455, 2.7347, -0.0427)  -0.278
C (6.6310, 3.9575, 0.5861)  0.194
C (7.8215, 4.6022, 0.9135)  -0.370
C (9.0502, 4.0218, 0.5652)  -0.530
N (5.3771, 4.4590, 1.1131)  0.943
O (5.3071, 5.6696, 1.2317)  -0.533
O (4.3513, 3.7925, 1.1587)  -0.569
H (10.0182, 2.3475, -0.2601)  0.364
H (7.8203, 1.1965, -0.8965)  0.400
H (5.7124, 2.2434, -0.2758)  0.465
H (7.9147, 5.5306, 1.4574)  0.384
H (10.0086, 4.3693, 0.9219)  0.364
C (-7.7464, 2.6027, 6.1966)  -0.079
C (-7.8279, 1.7458, 5.1806)  -0.717
C (-6.6488, 1.5172, 4.4291)  0.010
C (-5.4863, 2.2372, 4.7602)  -0.052
C (-5.5794, 3.2117, 5.7830)  -0.087
C (-6.6495, 3.4175, 6.5488)  -0.861
N (-4.1353, 2.0532, 4.1318)  0.991
O (-4.0588, 1.0772, 3.3084)  -0.598
O (-3.1908, 2.7347, 4.2563)  -0.586
H (-8.6124, 2.6628, 6.8391)  0.311
H (-8.6715, 1.1060, 4.9676)  0.394
H (-6.7061, 0.7806, 3.6414)  0.496
H (-4.6369, 3.6063, 6.1328)  0.362
H (-6.7338, 4.1269, 7.3588)  0.411

***

No. 4
Molecular formula: C7H6
Method: DFT, ωB97M-V with the def2-TZVPD basis set

LUMO ... 0.1 eV
Energy above the lowest of the compared OMol25 structures with the same formula, charge and spin ... 91.2 kcal per mole
Orbital gap ... 8.9 eV
Spin multiplicity ... 1
Calculated total energy ... -270.090820 Ha

Last column: Mulliken charge in e.
Geometry (Å):
C (-0.9027, 1.3161, -0.0335)  -0.438
C (0.4256, 1.1013, -0.2804)  -0.534
C (1.9749, -0.7799, -0.0466)  -0.931
C (-1.6428, 0.0900, 0.3003)  -0.042
C (-0.5520, -1.0600, 0.0757)  -0.439
C (0.7384, -0.2795, -0.2239)  0.577
C (-1.9666, -1.1388, -0.3914)  -0.462
H (-1.4457, 2.2509, 0.0602)  0.400
H (1.0918, 1.8717, -0.6183)  0.369
H (2.6048, -0.0735, -0.3168)  0.371
H (2.2766, -1.8001, -0.1512)  0.344
H (-2.3848, 0.3737, 1.0372)  0.368
H (-0.2176, -1.8719, 0.5887)  0.416

***

No. 5
Molecular formula: C6H10N3OPtS3
Method: DFT, ωB97M-V with the def2-TZVPD basis set

LUMO ... -6.4 eV
Energy above the lowest of the compared OMol25 structures with the same formula, charge and spin ... 0.0 kcal per mole
Net charge ... +1
Orbital gap ... 5.3 eV
Spin multiplicity ... 1
Calculated total energy ... -1787.804824 Ha

Last column: Mulliken charge in e.
Geometry (Å):
Pt (-0.4263, -0.6806, -0.8532)  0.787
C (3.7955, -0.5927, 0.9884)  -1.483
C (2.3337, -0.7063, 0.7137)  0.671
S (1.7770, -0.4537, -0.8257)  -0.047
C (1.3882, -1.0586, 1.7089)  0.646
C (1.7426, -1.3308, 3.1372)  -1.252
S (-0.2019, -1.1872, 1.2584)  -0.219
H (4.3338, -0.2334, 0.1148)  0.425
H (4.2042, -1.5618, 1.2816)  0.382
H (3.9668, 0.1049, 1.8104)  0.375
H (2.8058, -1.1889, 3.3104)  0.346
H (1.4835, -2.3554, 3.4042)  0.353
H (1.1905, -0.6688, 3.8054)  0.357
N (-1.9338, 3.3431, -2.0875)  -0.405
C (-1.9210, 2.0068, -1.9374)  0.781
N (-3.0200, 1.3224, -2.2681)  -0.261
O (-0.8759, 1.4689, -1.4873)  -0.774
H (-2.7349, 3.8461, -2.4227)  0.176
H (-1.1095, 3.8540, -1.8274)  0.228
H (-3.8295, 1.7774, -2.6502)  0.177
H (-3.0087, 0.3146, -2.2118)  0.216
S (-4.5348, -2.6900, -0.6041)  -0.303
C (-3.2074, -1.9528, -1.0022)  0.592
N (-2.2178, -1.3773, -1.3557)  -0.769